## 1
DFT (the ωB97M-V functional and the def2-TZVPD basis) results for 2 unconnected molecules or ions with the total composition C3H4ClFO.

XYZ file:
```
10
C3H4ClFO the ωB97M-V functional and the def2-TZVPD basis
C 0.3829 1.3898 -0.7791
C -0.6654 1.1482 -0.0478
O -1.8628 1.6150 0.4657
C -1.5699 0.2106 0.6066
Cl -2.6088 -0.8436 -0.3111
H 1.0427 0.5065 -0.9846
H 0.5565 2.3459 -1.0059
H -1.5237 -0.0424 1.5768
F 0.4676 -2.2107 0.2104
H -0.2831 -2.0099 0.7165
```

Summary:
Net charge ... 0
Kohn-Sham gap ... 0.3942 Eh
Lowest unoccupied orbital energy ... 0.70 eV
HOMO energy ... -10.0 eV
SMILES string ... C=C1O[C@H]1Cl.F

Löwdin charges, unit e, in atom order: 0.0933, -0.3255, 0.0231, -0.6414, 0.6905, 0.1013, 0.0238, 0.0630, -0.0705, 0.0423

## 2
DFT (the ωB97M-V functional and the def2-TZVPD basis) results for C3H4ClFO in the gas phase.

XYZ file:
```
10
C3H4ClFO the ωB97M-V functional and the def2-TZVPD basis
F 0.5670 -1.1666 -1.0518
C 0.1212 -0.2292 -0.1892
Cl -1.5439 -0.6839 0.2986
C 1.0135 0.1757 0.9768
O 1.1458 1.5582 0.4342
C 0.3641 1.1967 -0.7146
H 0.5863 0.1936 1.9743
H 1.9793 -0.3298 0.9771
H -0.5321 1.7671 -0.8401
H 0.9504 1.1697 -1.6322
```

Summary:
Net charge ... 0
Kohn-Sham gap ... 0.4206 Eh
Lowest unoccupied orbital energy ... 0.92 eV
HOMO energy ... -10.5 eV
SMILES string ... FC1(Cl)COC1

Löwdin charges, unit e, in atom order: 0.0077, -0.8044, 0.6697, -0.1062, -0.1008, -0.1467, 0.1150, 0.1274, 0.1093, 0.1290

## 3
DFT (the ωB97M-V functional and the def2-TZVPD basis) results for 2 unconnected molecules or ions with the total composition C3H4ClFO.

XYZ file:
```
10
C3H4ClFO the ωB97M-V functional and the def2-TZVPD basis
C -1.8663 0.1484 0.5260
C 0.3356 -0.6164 -0.4896
C 1.3249 0.3641 0.0085
O -1.9063 1.0954 1.2180
F 1.6041 1.3145 -0.8621
Cl -3.0287 -0.8666 -0.1699
H 0.3462 -1.7452 -0.1159
H 0.0937 -0.4651 -1.5380
H 0.9816 0.9686 0.9715
H 2.1150 -0.1979 0.4516
```

Summary:
Net charge ... 0
Kohn-Sham gap (spin up / spin down) ... 0.3106 / 0.2992 Eh
Lowest unoccupied orbital energy (spin up / spin down) ... -0.14 / -0.43 eV
HOMO energy (spin up / spin down) ... -8.6 / -8.6 eV

Löwdin charges, unit e, in atom order: -0.7342, 0.0148, -0.3810, 0.0328, -0.0017, 0.6647, 0.1082, 0.0533, 0.1491, 0.0941

## 4
DFT (the ωB97M-V functional and the def2-TZVPD basis) results for C3H4ClFO in the gas phase.

XYZ file:
```
10
C3H4ClFO the ωB97M-V functional and the def2-TZVPD basis
O -1.6677 -0.5639 -0.9825
C -1.7358 -0.4278 0.2089
C -0.6525 -0.0008 1.1267
C 0.5220 0.6611 0.4301
F 0.0543 1.4466 -0.6231
Cl 1.5934 -0.6295 -0.1500
H -2.6472 -0.5840 0.8200
H -0.3435 -0.7923 1.8473
H -1.0875 0.8407 1.6741
H 1.0401 1.3349 1.0828
```

Summary:
Net charge ... 0
Kohn-Sham gap ... 0.3984 Eh
Lowest unoccupied orbital energy ... 0.71 eV
HOMO energy ... -10.1 eV
SMILES string ... O=CC[C@H](F)Cl

Löwdin charges, unit e, in atom order: 0.0773, -0.2827, -0.1938, -0.7003, -0.0433, 0.6596, 0.1230, 0.1364, 0.1229, 0.1009

Which of them is the most stable, and which is the least stable? 4 and 3, in that order.